No. 1
# C5H8S3

A single C5H8S3 molecule at a distorted geometry (wB97M-V/def2-TZVPD, the OMol25 dataset).

Kohn-Sham gap   9.48 eV
E_HOMO   -8.7638 eV
Energy   -37818.9467 eV

ORCA input file:
```
! wB97M-V def2-TZVPD RIJCOSX def2/J DEFGRID3
* xyz 0 1
S 2.59 1.12 1.05
C 0.99 0.67 0.20
C 1.16 0.11 -1.25
C 0.02 -0.94 -0.80
S -1.67 -0.54 -1.28
C -2.46 0.00 0.30
S -1.37 -0.64 1.59
C 0.15 -0.60 0.62
H 2.11 1.74 2.14
H 0.28 1.45 0.17
H 2.14 -0.48 -1.32
H 1.07 0.74 -2.15
H 0.37 -1.90 -1.03
H -3.44 -0.57 0.20
H -2.75 1.14 0.37
H 0.82 -1.30 1.20
*
```

=====

No. 2
# C5H9BO

A single C5H9BO molecule at a distorted geometry (wB97M-V/def2-TZVPD, the OMol25 dataset).

Kohn-Sham gap   10.36 eV
E_HOMO   -9.6843 eV
Energy   -8053.9371 eV

ORCA input file:
```
! wB97M-V def2-TZVPD RIJCOSX def2/J DEFGRID3
* xyz 0 1
C 1.37 -0.38 -2.32
O 0.77 0.69 -1.72
B -0.09 0.47 -0.35
C -0.58 1.68 0.49
C -0.98 1.11 1.61
C -0.97 -0.43 1.69
C -0.18 -0.89 0.38
H 0.70 -1.10 -2.77
H 2.03 -0.97 -1.62
H 2.03 0.06 -3.14
H -0.41 2.75 0.46
H -1.51 1.56 2.53
H -0.49 -0.76 2.66
H -2.00 -0.86 1.79
H -0.65 -1.76 -0.17
H 0.94 -1.16 0.50
*
```